Density functional theory data (ωB97M-V/def2-TZVPD) for a 2-piece molecular cluster, C4H8N2O2 overall at a distorted geometry.

Bonds (Å) are listed after each position.
Geometry (Å):
1 C -0.733 0.343 1.356  C2 1.522, H6 1.075, H7 1.095, H8 1.146
2 C 0.162 0.536 0.140  C1 1.522, C3 1.527, N4 1.278
3 C -0.373 1.117 -1.166  C2 1.527, H9 1.179, H10 1.068, H11 1.066
4 N 1.390 0.188 0.076  C2 1.278, O5 1.385
5 O 1.930 -0.256 1.271  N4 1.385, H12 0.920
6 H -1.057 -0.654 1.593  C1 1.075
7 H -1.626 0.964 1.232  C1 1.095
8 H -0.241 0.798 2.285  C1 1.146
9 H -0.313 2.282 -0.989  C3 1.179
10 H -1.422 0.945 -1.267  C3 1.068
11 H 0.170 0.715 -1.990  C3 1.066
12 H 1.208 -0.509 1.783  O5 0.920
13 N 0.903 -1.807 -1.489  C14 1.228, H16 0.948
14 C -0.238 -1.755 -1.036  N13 1.228, O15 1.164
15 O -1.348 -1.615 -0.714  C14 1.164
16 H 1.588 -1.291 -1.085  N13 0.948

SMILES: CC(C)=NO.N=C=O
Max |F| (eV/A): 5.711
E_LUMO (Ha): 0.025
HOMO (eV): -9.861
Spin multiplicity: 1
Frontier orbital gap (eV): 10.535
Energy above the lowest of the compared OMol25 structures with the same formula, charge and spin (kcal per mole): 85.75